No. 1
21
Properties=species:S:1:pos:R:3:forces:R:3 method="wB97M-V/def2-TZVPD" spin_multiplicity=1 smiles="CCN(C)C=O.O.O" homo_lumo_gap_ha=0.36180 e_above_lowest_ev=1.274
C -1.585 0.284 0.632 -0.285 0.187 -1.211
C -0.524 0.796 1.622 -1.692 0.235 0.324
N 0.835 0.770 1.170 -0.570 -0.992 0.585
C 1.258 1.798 0.259 0.620 0.206 0.011
C 1.518 -0.398 1.261 1.343 0.716 -0.663
O 2.612 -0.555 0.744 -0.186 -0.344 0.109
H -2.164 -0.579 0.947 0.171 -0.177 0.339
H -1.166 0.032 -0.348 0.373 -0.149 0.249
H -2.320 1.051 0.365 0.028 0.087 0.362
H -0.712 0.330 2.587 0.728 -0.598 0.031
H -0.829 1.799 1.873 0.401 0.728 -0.149
H 1.673 2.651 0.802 -0.260 0.132 0.023
H 0.425 2.102 -0.367 -0.024 0.104 -0.135
H 2.077 1.414 -0.342 -0.110 -0.119 -0.194
H 1.073 -1.183 1.866 -0.516 -0.097 0.257
O -1.177 -0.135 -3.177 0.015 0.553 -0.202
H -1.891 -0.236 -2.542 0.053 -0.309 -0.035
H -0.834 -1.004 -3.391 -0.040 -0.229 0.290
O 0.447 -2.646 -1.461 0.041 0.309 -0.147
H -0.081 -3.401 -1.208 -0.065 -0.300 0.105
H 1.363 -2.891 -1.292 -0.026 0.054 0.051

***

No. 2
84
Properties=species:S:1:pos:R:3:forces:R:3 method="wB97M-V/def2-TZVPD" spin_multiplicity=1 smiles=COc1cc2c(NC3CCN(C(C)C)CC3)nc(C3CCCCC3)nc2cc1OCCCN1CCCC1 homo_lumo_gap_ha=0.30346
C 2.921 3.462 -3.192 -0.089 0.224 0.023
O 3.439 2.164 -3.323 -0.001 -0.622 0.028
C 2.729 1.110 -2.799 0.054 0.312 -0.055
C 1.519 1.254 -2.162 0.028 0.167 -0.007
C 0.817 0.146 -1.663 0.270 -0.563 -0.084
C -0.420 0.193 -0.941 -0.046 -0.297 0.043
N -1.072 1.356 -0.729 0.215 0.270 -0.175
C -2.287 1.462 0.040 -0.206 0.253 0.168
C -3.307 2.343 -0.679 -0.158 -0.330 0.113
C -4.569 2.477 0.171 0.130 0.154 -0.198
N -4.229 3.067 1.449 -0.011 -0.024 -0.128
C -5.364 3.599 2.191 -0.129 0.142 0.277
C -4.885 4.622 3.223 -0.136 -0.132 -0.268
C -6.255 2.542 2.857 0.165 0.201 -0.289
C -3.346 2.184 2.187 0.268 0.157 0.005
C -2.027 2.045 1.432 -0.225 -0.334 0.012
N -0.971 -0.909 -0.465 -0.154 0.503 0.092
C -0.365 -2.081 -0.699 0.420 -0.342 -0.271
C -1.002 -3.293 -0.082 -0.178 0.296 0.103
C -0.815 -3.234 1.438 0.097 -0.306 -0.065
C -1.461 -4.442 2.108 -0.132 0.256 0.143
C -2.945 -4.513 1.765 0.129 -0.300 -0.097
C -3.136 -4.576 0.253 -0.155 0.241 0.094
C -2.492 -3.369 -0.419 0.085 -0.298 -0.059
N 0.737 -2.256 -1.377 -0.013 -0.642 0.063
C 1.351 -1.149 -1.859 -0.177 0.801 0.007
C 2.579 -1.281 -2.518 0.054 0.415 -0.175
C 3.296 -0.190 -2.947 -0.277 -0.285 -0.013
O 4.487 -0.467 -3.537 -0.514 -0.050 -0.079
C 5.587 0.411 -3.413 0.614 0.556 0.118
C 5.942 0.798 -1.974 -0.127 -0.472 -0.149
C 6.120 -0.404 -1.042 0.059 0.214 -0.066
N 4.863 -0.938 -0.573 0.178 -0.128 0.150
C 4.957 -2.272 -0.012 -0.035 -0.116 0.046
C 3.592 -2.479 0.633 0.126 -0.055 -0.021
C 3.229 -1.083 1.157 -0.019 0.008 0.011
C 4.185 -0.129 0.425 -0.073 0.288 0.013
H 3.645 4.116 -3.676 -0.084 0.002 0.045
H 1.953 3.565 -3.695 0.024 -0.017 0.037
H 2.819 3.755 -2.141 -0.016 -0.033 -0.036
H 1.098 2.241 -2.043 0.061 0.113 -0.060
H -0.628 2.217 -1.002 0.007 -0.084 -0.024
H -2.669 0.442 0.137 -0.039 0.186 0.022
H -3.556 1.914 -1.651 0.044 -0.018 -0.051
H -2.881 3.337 -0.834 0.006 0.079 -0.050
H -5.283 3.128 -0.338 -0.024 -0.065 0.035
H -5.031 1.479 0.280 -0.046 0.031 -0.020
H -5.969 4.138 1.451 0.065 -0.055 0.061
H -4.164 5.295 2.768 0.069 0.098 -0.021
H -4.420 4.137 4.078 0.057 -0.035 0.138
H -5.730 5.204 3.584 -0.077 0.061 0.115
H -7.126 3.021 3.296 -0.115 0.003 0.079
H -5.715 2.022 3.645 0.034 -0.081 0.109
H -6.597 1.812 2.127 -0.080 -0.130 -0.025
H -3.156 2.613 3.171 -0.032 -0.083 0.044
H -3.785 1.180 2.321 -0.011 0.030 0.076
H -1.346 1.395 1.984 0.065 -0.030 -0.006
H -1.568 3.031 1.333 0.050 0.048 0.013
H -0.485 -4.174 -0.475 0.001 0.053 -0.001
H -1.274 -2.315 1.808 0.008 0.080 0.037
H 0.251 -3.199 1.671 0.041 0.076 0.026
H -1.331 -4.377 3.191 0.053 -0.076 0.004
H -0.966 -5.353 1.765 0.046 -0.084 0.030
H -3.449 -3.626 2.156 -0.068 0.041 0.056
H -3.396 -5.390 2.236 -0.056 0.048 0.049
H -4.201 -4.609 0.012 0.010 -0.077 -0.048
H -2.679 -5.491 -0.131 -0.024 -0.094 -0.037
H -2.972 -2.451 -0.077 -0.048 0.052 -0.027
H -2.617 -3.431 -1.502 -0.035 0.078 -0.044
H 2.999 -2.263 -2.652 0.100 -0.149 0.027
H 5.430 1.321 -4.004 0.064 -0.245 0.048
H 6.412 -0.156 -3.854 -0.063 0.091 0.065
H 5.175 1.458 -1.571 0.016 0.147 0.033
H 6.878 1.360 -2.016 -0.021 0.082 -0.026
H 6.765 -0.101 -0.191 -0.050 -0.117 -0.052
H 6.636 -1.199 -1.585 0.078 0.004 0.034
H 5.759 -2.341 0.747 0.012 -0.014 -0.035
H 5.167 -2.993 -0.804 0.079 -0.063 0.017
H 2.869 -2.791 -0.119 -0.008 -0.085 0.016
H 3.622 -3.226 1.424 -0.036 -0.060 -0.013
H 3.372 -1.014 2.235 -0.041 0.026 -0.007
H 2.188 -0.846 0.940 -0.072 0.021 0.049
H 4.907 0.314 1.136 -0.017 -0.008 -0.058
H 3.644 0.687 -0.060 0.036 0.087 0.066

***

No. 3
37
Properties=species:S:1:pos:R:3:forces:R:3 method="wB97M-V/def2-TZVPD" s_squared=2.010 spin_multiplicity=3 charge=+2 homo_lumo_gap_ha="0.30689 / 0.22024"
C 2.644 3.171 -2.847 -0.122 0.050 0.411
I 1.997 2.002 -1.127 0.333 0.456 -0.434
H 2.087 2.848 -3.704 -0.253 -0.194 -0.246
H 3.699 2.978 -2.941 0.247 -0.113 0.027
H 2.441 4.199 -2.584 -0.048 0.082 0.051
Au -0.014 0.024 0.086 -1.543 -1.066 -1.065
P 1.184 -1.867 -0.601 1.380 -0.665 -0.033
C 2.777 -1.961 0.264 -0.029 -0.092 0.020
C 0.416 -3.464 -0.280 -0.572 0.007 0.072
H 1.013 -4.249 -0.761 -0.098 0.163 0.094
H 2.188 -2.639 -2.627 -0.018 0.081 0.012
H -0.602 -3.471 -0.686 0.214 -0.160 0.012
H 0.633 -1.826 -2.915 0.082 -0.013 -0.052
H 2.612 -2.139 1.337 0.068 0.029 -0.278
H 0.357 -3.650 0.800 0.140 0.029 -0.289
C 1.565 -1.785 -2.347 -0.188 -0.079 -0.399
H 3.351 -2.801 -0.153 -0.095 0.263 0.160
H 2.075 -0.851 -2.583 0.030 -0.086 0.047
H 3.335 -1.030 0.130 0.009 -0.155 -0.009
P -1.823 1.347 0.733 -0.866 1.340 0.768
C -1.375 2.455 2.095 0.076 0.025 0.054
C -2.369 2.396 -0.612 -0.091 0.026 -0.369
H -3.585 -0.288 0.627 -0.087 0.252 0.227
H -4.099 1.189 1.511 0.266 -0.125 -0.044
H -3.040 -0.037 2.304 -0.079 0.255 -0.285
C -3.277 0.476 1.358 0.050 -0.777 -0.170
H -2.753 1.770 -1.420 -0.007 0.095 -0.006
H -3.167 3.062 -0.270 0.073 -0.053 0.007
H -2.216 3.134 2.298 0.250 -0.174 -0.037
H -0.490 3.041 1.826 -0.157 0.000 0.086
H -1.534 2.988 -0.993 -0.060 -0.016 0.049
H -1.165 1.870 3.003 -0.061 0.171 -0.223
C 1.108 0.482 1.589 3.841 1.522 4.752
O 1.830 0.798 2.430 -2.607 -1.147 -2.921
O -2.875 -3.303 2.259 3.836 0.546 -1.837
N -1.728 -2.874 2.038 -3.754 1.754 4.689
O -1.200 -1.997 2.765 -0.158 -2.231 -2.839